Below is a molecular structure, C24H32CoF5N3O2P2, with properties calculated with wB97M-V/def2-TZVPD.

Positions of all 69 atoms, in Å:
1 Co 0.84883 -0.90671 -0.47375
2 C -1.88856 -2.44179 -2.37333
3 P -0.86571 -0.98333 -1.85870
4 C -2.00549 0.05153 -0.78924
5 N -3.19725 0.32241 -1.29412
6 C -4.09880 0.94435 -0.46673
7 C -5.46565 1.14617 -0.79924
8 C -6.37671 1.61394 0.15519
9 C -5.98853 1.90942 1.48154
10 C -4.59336 1.96720 1.76658
11 C -3.68914 1.30178 0.90202
12 N -2.38115 1.15723 1.26823
13 C -1.60529 0.38685 0.48847
14 P -0.03319 0.06693 1.19900
15 C 0.50693 1.82778 1.58870
16 C 0.01071 -0.79040 2.81891
17 C -0.76090 -0.01671 3.85643
18 C -0.69151 -2.19989 2.67225
19 C 1.54479 -1.01546 3.10628
20 C -0.41313 0.28025 -3.24465
21 C -1.66507 1.09772 -3.62769
22 C 0.65882 1.32018 -2.70507
23 C 0.22170 -0.30627 -4.51025
24 H -2.01704 -3.16520 -1.57819
25 H -1.39380 -3.07219 -3.15652
26 H -2.87346 -2.13419 -2.75000
27 H -5.81299 1.03421 -1.85111
28 H -7.40339 1.83764 -0.12877
29 H -6.81606 2.10009 2.18669
30 H -4.20827 2.44414 2.65727
31 H 0.05189 2.19366 2.49201
32 H 0.22584 2.42713 0.74322
33 H 1.57781 1.75848 1.78053
34 H -1.70721 0.33208 3.45944
35 H -0.12132 0.86495 4.18120
36 H -0.83497 -0.63923 4.77851
37 H -1.72448 -2.00626 2.30357
38 H -0.73664 -2.77553 3.58706
39 H -0.22351 -2.85149 1.95997
40 H 2.15796 -0.08338 3.05267
41 H 1.92554 -1.73260 2.42717
42 H 1.51039 -1.36894 4.10836
43 H -2.13737 1.66881 -2.82709
44 H -2.46429 0.48494 -3.95207
45 H -1.27039 1.81006 -4.41074
46 H 0.09851 2.01855 -2.05805
47 H 0.87931 1.93170 -3.61284
48 H 1.64244 0.94798 -2.31083
49 H -0.47861 -0.80069 -5.11169
50 H 0.96747 -1.11383 -4.26100
51 H 0.63099 0.46886 -5.20648
52 O 3.03823 -1.20793 -2.86466
53 C 3.04462 -2.08299 -2.00153
54 C 4.04186 -3.28285 -2.02967
55 C 3.54468 -4.20258 -0.95627
56 C 2.38239 -3.42460 -0.27297
57 O 1.71017 -3.83481 0.68568
58 N 2.24222 -2.13947 -0.84503
59 H 5.03285 -2.87106 -1.86306
60 H 4.05901 -3.64046 -3.10922
61 H 4.33914 -4.50766 -0.24105
62 H 2.98173 -5.08165 -1.24972
63 F 5.84110 3.83065 1.02501
64 C 5.95713 4.16897 2.30646
65 F 5.87163 5.51856 2.48391
66 C 4.85424 3.49118 3.11280
67 F 3.64791 3.94634 2.70666
68 F 4.93299 2.17861 2.99642
69 F 4.96140 3.82881 4.45310

Output
Multiplicity: 4
Molecular weight in g mol⁻¹: 610.41
Electronic energy in eV: -103762.0383
Net charge: 0